<1>
An isolated molecule of CH4N2O2. Source: the Open Molecules 2025 dataset; level of theory: ωB97M-V with the def2-TZVPD basis set.

Properties
**E_LUMO**: 0.28 eV

Last columns: bonded neighbours and bond lengths (Å).
CARTESIAN COORDINATES (ANGSTROEM)
1 O -1.05406 -1.27103 0.21949  N2 1.322, H6 0.997
2 N -1.71249 -0.19355 -0.17116  O1 1.322, C3 1.262
3 C -0.81109 0.67769 -0.02389  N2 1.262, N4 1.394, H7 1.134
4 N 0.54306 0.57154 0.28963  C3 1.394, O5 1.614, H8 1.053
5 O 1.21512 -0.79868 -0.23518  N4 1.614, H9 0.927
6 H -0.17232 -1.06536 -0.19693  O1 0.997
7 H -1.01122 1.78855 -0.13431  C3 1.134
8 H 1.16568 1.28423 -0.17105  N4 1.053
9 H 1.83733 -0.99340 0.42340  O5 0.927

Results of the Mulliken charge analysis, in e, for atoms 1 through 8: O -0.377; N -0.364; C 0.124; N -0.261; O -0.483; H 0.426; H 0.263; H 0.321

***

<2>
A cluster of 2 separate species, CH4N2O2 in total. Source: the Open Molecules 2025 dataset; level of theory: ωB97M-V with the def2-TZVPD basis set.

Properties
**E_LUMO (spin up / spin down)**: 0.77 / 0.73 eV

Last columns: bonded neighbours and bond lengths (Å).
CARTESIAN COORDINATES (ANGSTROEM)
1 C 2.14744 -0.46343 -0.26056  O4 1.190, H6 1.014
2 N -1.72293 0.78330 0.05533  O5 1.474, H7 1.002, H8 1.004
3 N -0.29278 -1.21014 0.02763  O5 1.329, H9 1.008
4 O 2.17527 0.57901 0.31211  C1 1.190
5 O -0.86274 -0.22044 0.70687  N2 1.474, N3 1.329
6 H 2.86055 -0.97137 -0.77263  C1 1.014
7 H -2.63708 0.87157 0.45480  N2 1.002
8 H -1.17426 1.55350 0.39324  N2 1.004
9 H -0.49348 -0.92200 -0.91679  N3 1.008

Results of the Mulliken charge analysis, in e, for atoms 1 through 8: C 0.020; N -0.443; N -0.298; O -0.300; O -0.097; H 0.308; H 0.268; H 0.268

***

<3>
A cluster of 2 separate species, CH4N2O2 in total. Source: the Open Molecules 2025 dataset; level of theory: ωB97M-V with the def2-TZVPD basis set.

Properties
**E_LUMO**: 0.96 eV

Last columns: bonded neighbours and bond lengths (Å).
CARTESIAN COORDINATES (ANGSTROEM)
1 N 2.08648 0.07760 -3.83247  N2 1.122
2 N 2.11393 -1.01490 -3.57773  N1 1.122, O3 1.160
3 O 2.11400 -2.12599 -3.24415  N2 1.160
4 C -0.21707 0.18069 -0.07993  O5 1.465, H6 1.093, H7 1.140, H8 1.025
5 O 0.18977 -1.22412 0.01084  C4 1.465, H9 0.909
6 H -0.61426 0.44707 0.90278  C4 1.093
7 H -1.20368 0.04292 -0.63404  C4 1.140
8 H 0.46718 0.80061 -0.52480  C4 1.025
9 H 0.69671 -1.47769 0.72140  O5 0.909

Results of the Mulliken charge analysis, in e, for atoms 1 through 8: N -0.300; N 0.799; O -0.497; C -0.505; O -0.504; H 0.286; H 0.191; H 0.251

***

Q: Which of them is the most stable? A: <3>.